68
Properties=species:S:1:pos:R:3 method="wB97M-V/def2-TZVPD" total_energy_ha=-2039.90153 de_lowest_ev=0.672
C 2.796 -2.132 -2.682
C 2.255 -1.333 -1.664
N 0.970 -0.865 -1.781
C 0.280 -1.035 -2.928
C 0.812 -1.782 -3.968
C 2.074 -2.352 -3.843
C 3.134 -0.863 -0.582
P 2.532 -0.071 0.963
Y -0.017 0.459 0.039
P -1.652 0.969 -2.031
C -1.131 -0.473 -3.087
C -0.596 2.091 1.871
C -0.863 1.592 3.145
C -1.422 2.452 4.121
C -1.585 3.810 3.847
C -1.217 4.304 2.590
C -0.727 3.435 1.597
O 4.024 1.228 -1.802
O 1.774 2.010 -2.410
H 3.799 -2.550 -2.558
H 0.203 -1.903 -4.849
H 2.482 -2.938 -4.661
C 2.711 -1.409 2.202
C 3.870 1.079 1.479
H -1.247 -0.150 -4.138
H -1.851 -1.292 -2.890
H 3.681 0.383 -1.165
H 4.008 -1.510 -0.432
C -3.441 0.716 -1.821
C -1.636 2.319 -3.242
H -0.635 0.552 3.427
H -1.724 2.038 5.092
H -1.992 4.484 4.599
H -1.317 5.355 2.351
H -0.440 3.865 0.640
H 2.023 4.054 -0.478
H 1.819 2.800 -2.979
H 2.760 1.664 -2.330
H 4.697 0.835 -2.387
H 1.667 3.413 -0.708
H 3.770 -1.582 2.378
H 2.229 -1.089 3.123
H 2.224 -2.298 1.809
H 4.671 0.523 1.973
H 4.262 1.629 0.617
H 3.412 1.772 2.191
H -2.381 2.143 -4.027
H -1.857 3.263 -2.735
H -0.635 2.392 -3.674
H -3.946 0.719 -2.796
H -3.637 -0.223 -1.293
H -3.831 1.533 -1.202
C -3.659 -1.460 1.874
Si -2.114 -2.476 1.602
C -1.675 -3.250 3.265
C -2.559 -3.745 0.285
C -0.597 -1.517 1.115
H -4.312 -1.949 2.612
H -4.241 -1.323 0.952
H -3.365 -0.480 2.272
H -2.525 -3.760 3.737
H -0.851 -3.968 3.149
H -1.347 -2.442 3.936
H -3.072 -3.255 -0.562
H -1.655 -4.244 -0.093
H -3.232 -4.537 0.654
H 0.158 -1.439 1.944
H -0.111 -2.188 0.350



22
Properties=species:S:1:pos:R:3 method="wB97M-V/def2-TZVPD" charge=+1 total_energy_ha=-892.27812 de_lowest_ev=0.447
O -0.790 0.149 2.204
C -1.027 -0.315 0.975
C -0.943 1.584 2.183
O -0.099 0.048 0.014
O -2.457 0.721 0.580
C -2.285 1.796 1.463
H -0.113 2.037 1.625
H -0.965 1.925 3.223
H -2.239 2.748 0.908
H -3.112 1.812 2.191
O 1.174 -1.831 -0.357
C 0.195 -1.015 -0.899
C 2.417 -1.176 -0.559
O -0.878 -1.687 -1.306
O 0.802 -0.387 -2.020
C 2.225 -0.514 -1.927
H 3.214 -1.925 -0.547
H 2.593 -0.435 0.234
H 2.576 -1.148 -2.751
H 2.687 0.478 -1.993
Mg -2.409 -1.539 -0.094
Li -0.566 -1.326 -3.148



45
Properties=species:S:1:pos:R:3 method="wB97M-V/def2-TZVPD" total_energy_ha=-1469.42790 de_lowest_ev=1.881
C 3.908 3.124 1.254
O 4.715 1.987 1.063
C 4.175 0.907 0.434
C 5.024 -0.188 0.267
C 4.558 -1.325 -0.359
C 3.258 -1.392 -0.826
C 2.408 -0.300 -0.664
N 1.105 -0.426 -1.149
C 0.061 0.458 -1.043
O 0.186 1.598 -0.645
N -1.142 -0.059 -1.485
C -1.404 -1.493 -1.422
C -0.950 -2.111 -0.136
C -1.322 -1.899 1.158
C -0.503 -2.741 1.949
C 0.306 -3.401 1.081
O 0.047 -3.027 -0.184
C -2.330 0.801 -1.559
C -2.053 2.121 -2.277
C -2.937 1.009 -0.203
C -2.462 1.717 0.856
C -3.299 1.639 1.992
C -4.399 0.873 1.784
S -4.436 0.225 0.192
C 2.868 0.850 -0.033
H 4.539 3.850 1.764
H 3.569 3.542 0.301
H 3.037 2.898 1.877
H 6.035 -0.121 0.635
H 5.215 -2.173 -0.487
H 2.898 -2.287 -1.311
H 0.928 -1.317 -1.584
H -0.923 -2.015 -2.260
H -2.483 -1.635 -1.523
H -2.080 -1.228 1.506
H -0.520 -2.835 3.015
H 1.076 -4.131 1.227
H -3.052 0.246 -2.171
H -1.382 2.744 -1.697
H -2.993 2.646 -2.424
H -1.600 1.923 -3.245
H -1.537 2.262 0.823
H -3.088 2.135 2.923
H -5.197 0.644 2.463
H 2.192 1.679 0.078



81
Properties=species:S:1:pos:R:3 method="wB97M-V/def2-TZVPD" charge=-1 spin_multiplicity=4 total_energy_ha=-12007.72106 de_lowest_ev=0.000
Re 0.243 -1.095 1.773
Se 2.810 0.725 6.176
Sb 2.147 -1.163 4.822
Se -0.327 -1.061 4.060
Se 2.512 -0.765 2.274
Se 2.880 -3.312 5.580
C 0.506 3.824 1.065
C 0.681 2.287 1.055
N 0.183 1.709 2.293
C -1.232 2.019 2.471
C -1.427 3.552 2.562
N -0.078 4.191 2.398
C 0.851 3.745 3.494
C 0.947 2.202 3.427
H -0.181 4.159 0.290
H 1.451 4.355 0.960
H 1.732 2.014 0.946
H 0.137 1.860 0.222
H -1.572 1.533 3.385
H -1.804 1.603 1.642
H -1.820 3.863 3.528
H -2.075 3.931 1.773
H -0.187 5.200 2.441
H 0.446 4.085 4.446
H 1.814 4.227 3.327
H 0.549 1.760 4.336
H 1.981 1.881 3.334
O 0.318 -0.546 -0.201
Si 0.389 -0.044 -1.715
C -0.379 -1.249 -2.940
C 0.326 -1.674 -4.069
C -0.258 -2.518 -5.007
C -1.559 -2.962 -4.825
C -2.273 -2.564 -3.702
C -1.687 -1.716 -2.775
C -0.660 1.546 -1.852
C -0.237 2.734 -2.457
C -1.053 3.860 -2.497
C -2.311 3.831 -1.909
C -2.745 2.669 -1.280
C -1.930 1.546 -1.266
C 2.165 0.324 -2.224
C 2.521 0.986 -3.407
C 3.840 1.321 -3.678
C 4.840 0.998 -2.770
C 4.520 0.301 -1.614
C 3.197 -0.038 -1.356
H 1.350 -1.351 -4.214
H 0.308 -2.834 -5.875
H -2.015 -3.621 -5.554
H -3.284 -2.919 -3.547
H -2.259 -1.425 -1.900
H 0.757 2.794 -2.883
H -0.708 4.758 -2.996
H -2.947 4.708 -1.939
H -3.714 2.636 -0.797
H -2.283 0.659 -0.751
H 1.760 1.220 -4.145
H 4.088 1.833 -4.600
H 5.866 1.283 -2.968
H 5.291 0.022 -0.907
H 2.963 -0.608 -0.465
O -1.792 -1.002 1.410
N -2.548 -1.955 0.976
C -3.775 -1.575 0.728
C -4.182 -0.209 0.922
N -4.428 0.900 1.102
C -4.707 -2.542 0.234
N -5.486 -3.295 -0.150
N 0.114 -8.485 0.702
C 0.185 -7.355 0.908
C 0.269 -5.943 1.164
C 0.208 -5.036 0.109
C 0.269 -3.678 0.368
C 0.372 -3.184 1.680
C 0.432 -4.109 2.720
C 0.396 -5.472 2.469
H 0.108 -5.394 -0.908
H 0.226 -2.996 -0.472
H 0.506 -3.792 3.749
H 0.466 -6.167 3.295